# 1
Here is C46H39AsClCrN4O7S3 as an isolated structure in a non-equilibrium geometry from the OMol25 dataset. Energies are from ωB97M-V/def2-TZVPD.

Element x y z (Å)
As: 3.02 0.87 -1.29
Cr: 0.48 -0.22 0.85
Cl: -8.79 -3.62 0.99
S: -1.75 -2.55 -1.37
S: 2.09 -1.44 2.69
S: -3.67 -0.30 -1.20
O: -3.02 -3.61 2.44
O: -2.23 5.39 1.58
O: -4.34 1.55 2.12
O: 1.95 0.99 0.07
O: -0.83 -1.56 1.89
O: 1.41 -1.63 -0.22
O: -2.77 -0.56 2.35
N: -1.00 0.06 -0.83
N: 1.64 -2.79 0.42
N: -3.75 3.83 2.19
N: 0.13 1.37 2.29
C: -3.87 -5.58 0.70
C: -1.51 1.34 -0.92
C: -4.79 -4.53 1.17
C: 4.83 4.22 -3.24
C: -1.44 3.63 -1.62
C: -4.34 -3.54 2.09
C: -1.12 1.98 2.09
C: -7.07 -3.56 1.26
C: -3.62 2.55 -1.47
C: -4.25 2.64 2.97
C: 6.33 -1.57 -1.86
C: -0.14 4.14 2.52
C: -5.22 -2.52 2.51
C: -2.43 4.22 1.96
C: -6.17 -4.52 0.81
C: 4.75 -0.84 0.28
C: -1.93 -0.91 -1.06
C: 1.13 2.14 2.78
C: 2.06 0.57 -2.99
C: -2.35 -2.69 3.32
C: -6.55 -2.47 2.03
C: 2.00 -2.85 1.77
C: -1.93 -1.48 2.52
C: 2.18 -4.18 2.27
C: 4.23 4.85 -1.03
C: 4.47 -0.33 -0.99
C: 1.36 -0.79 -4.85
C: 0.97 0.34 -5.59
C: 5.23 -0.75 -2.06
C: -1.26 3.32 2.17
C: 1.88 -0.68 -3.57
C: 4.40 2.90 -2.99
C: -2.86 3.72 -1.67
C: 1.12 1.57 -5.01
C: 1.04 3.52 2.91
C: 5.73 -1.80 0.46
C: 1.57 -3.83 -0.45
C: -0.77 2.52 -1.16
C: 4.69 5.22 -2.30
C: 3.85 2.56 -1.66
C: 1.56 1.69 -3.73
C: 3.87 3.57 -0.66
C: 6.59 -2.08 -0.56
C: 1.71 -5.12 0.10
C: -2.94 1.34 -1.08
C: 1.97 -5.29 1.45
H: -5.24 3.06 3.27
H: 5.08 -0.38 -3.10
H: -7.26 -1.67 2.24
H: -6.52 -5.37 0.20
H: 1.21 -1.81 -5.31
H: 0.32 2.51 -1.15
H: -3.75 0.81 2.50
H: 7.00 -1.78 -2.69
H: 5.87 -2.10 1.51
H: -2.86 -2.38 4.19
H: -2.98 -5.69 1.36
H: 4.22 -0.34 1.15
H: -0.85 4.51 -1.84
H: 3.66 3.35 0.39
H: 1.77 4.17 3.44
H: -4.70 2.37 -1.53
H: -0.20 5.17 2.49
H: 2.34 -1.53 -3.07
H: 1.50 2.63 -3.17
H: 5.05 6.25 -2.39
H: 7.41 -2.81 -0.36
H: 1.71 -6.11 -0.43
H: 5.30 4.45 -4.19
H: 1.95 -6.27 1.95
H: -4.28 -6.59 0.78
H: 4.35 2.20 -3.81
H: -3.65 2.43 3.89
H: -3.52 -5.48 -0.33
H: 0.50 0.31 -6.62
H: 0.98 2.44 -5.66
H: 4.10 5.63 -0.29
H: -4.79 -1.76 3.20
H: -1.36 -3.17 3.50
H: 2.36 -4.25 3.38
H: 1.31 -3.48 -1.45
H: -4.29 4.66 2.42
H: -3.31 4.71 -2.00
H: -1.93 1.25 1.84
H: 2.01 1.65 3.07

Values from the calculation:
Multiplicity   4
LUMO (alpha / beta)   -1.0 / -0.4 eV
⟨S²⟩   3.805
Frontier orbital gap (alpha / beta)   5.645 / 6.326 eV
Energy above the lowest of the compared OMol25 structures with the same formula, charge and spin   0.942 eV

---

# 2
Here is an isolated ion of composition C5H8NO and charge +1 in a non-equilibrium geometry from the OMol25 dataset. Energies are from ωB97M-V/def2-TZVPD.

Element x y z (Å)
O: -3.66 0.73 -0.23
N: 2.37 0.83 -0.21
C: -0.72 -1.04 0.40
C: 1.03 0.28 -0.16
C: -1.42 0.06 0.29
C: -2.85 -0.12 -0.05
C: 0.72 -0.84 0.44
H: 2.39 1.48 0.66
H: 2.48 1.39 -1.09
H: 1.39 -1.52 0.94
H: 0.36 0.79 -0.88
H: -1.12 -2.06 0.12
H: -0.94 0.97 0.33
H: -3.15 -1.17 -0.46
H: 3.11 0.22 -0.09

Values from the calculation:
Multiplicity   1
Total charge   +1
SMILES   [NH3+]/C=C/C=C/C=O
LUMO   -4.4 eV
Frontier orbital gap   8.618 eV
Energy above the lowest of the compared OMol25 structures with the same formula, charge and spin   2.498 eV

---

# 3
Here is a 2-piece molecular cluster, C4H11NO overall in a non-equilibrium geometry from the OMol25 dataset. Energies are from ωB97M-V/def2-TZVPD.

Element x y z (Å)
O: -0.81 -0.14 1.01
N: 1.03 -1.23 1.65
C: -0.91 1.94 -1.13
C: 0.01 -1.01 0.77
C: -0.11 -1.96 -0.37
C: 0.58 1.96 -1.44
H: -1.48 1.31 -1.81
H: 1.16 -0.55 2.37
H: 0.88 2.07 -2.48
H: 1.79 -1.89 1.55
H: -0.94 -2.64 -0.29
H: -1.36 2.93 -1.30
H: 1.01 2.86 -0.98
H: 0.78 -2.58 -0.49
H: -0.16 -1.52 -1.36
H: 1.15 1.15 -0.97
H: -1.08 1.59 -0.11

Values from the calculation:
Multiplicity   1
SMILES   CC(N)=O.CC
LUMO   0.8 eV
Frontier orbital gap   10.848 eV
Energy above the lowest of the compared OMol25 structures with the same formula, charge and spin   0.326 eV

---

# 4
Here is one molecule with the formula C5H6N2O2 in a non-equilibrium geometry from the OMol25 dataset. Energies are from ωB97M-V/def2-TZVPD.

Element x y z (Å)
O: 0.25 -0.92 0.03
O: -3.98 -1.31 -0.11
N: -2.45 1.35 -0.08
N: -1.49 2.20 0.04
C: -1.98 0.03 -0.09
C: -2.83 -1.12 0.18
C: 1.60 -0.63 -0.11
C: -0.59 0.10 0.03
C: -0.36 1.53 0.10
H: -2.28 -1.80 0.84
H: 1.61 0.19 -0.90
H: 2.16 -1.55 -0.45
H: -3.45 1.44 -0.08
H: 0.52 2.06 0.38
H: 1.93 -0.19 0.85

Values from the calculation:
Multiplicity   1
SMILES   COc1cn[nH]c1C=O
LUMO   0.4 eV
Frontier orbital gap   9.502 eV
Energy above the lowest of the compared OMol25 structures with the same formula, charge and spin   2.261 eV

---

# 5
Here is C11H10CsN4O4Te4 as an isolated structure from the OMol25 dataset. Energies are from ωB97M-V/def2-TZVPD.

Element x y z (Å)
Cs: 1.49 0.30 0.04
Te: -2.17 2.29 -1.99
Te: -2.28 0.16 -0.28
Te: -0.07 3.77 -1.12
Te: -1.10 -1.97 -1.47
O: 0.64 -3.25 4.10
O: -1.33 3.13 1.99
O: 1.72 -2.09 2.56
O: 0.83 2.59 2.27
N: 0.06 0.06 2.98
N: -0.41 0.31 -4.75
N: 1.40 -1.12 -4.93
N: 2.78 0.39 -3.04
C: 3.32 -0.70 -3.60
C: 2.63 -1.43 -4.54
C: -0.32 -1.15 3.35
C: 0.77 -2.18 3.28
C: 0.85 -0.06 -4.36
C: -1.62 -1.45 3.73
C: -0.34 2.34 2.39
C: -2.56 -0.42 3.74
C: 1.56 0.72 -3.41
C: -2.16 0.84 3.35
C: -0.84 1.03 2.96
H: -1.93 -2.46 3.95
H: -0.12 -3.12 4.68
H: 3.07 -2.31 -4.99
H: 4.32 -0.98 -3.28
H: -0.93 0.86 -4.06
H: 1.11 1.60 -2.97
H: -3.58 -0.62 4.01
H: -0.99 3.69 1.24
H: -2.85 1.67 3.29
H: -0.95 -0.46 -5.10

Values from the calculation:
Multiplicity   1
Total charge   -1
LUMO   1.9 eV
Frontier orbital gap   5.419 eV
Energy above the lowest of the compared OMol25 structures with the same formula, charge and spin   0.000 eV

---

# 6
Here is C11H26O6P2STb as an isolated structure in a non-equilibrium geometry from the OMol25 dataset. Energies are from ωB97M-V/def2-TZVPD.

Element x y z (Å)
Tb: -4.45 -2.98 -2.27
S: -1.69 -2.59 -1.76
P: 0.41 0.99 -2.21
P: -0.79 -1.42 -3.06
O: 1.31 0.47 -0.99
O: -1.77 1.31 -0.24
O: -3.99 -0.45 0.24
O: -0.25 2.36 -1.75
O: -0.94 0.07 -2.53
O: 1.14 1.18 -3.44
C: -4.10 0.98 0.35
C: -0.78 2.30 -0.41
C: 3.63 -0.16 2.01
C: 5.62 0.77 3.34
C: -6.11 -1.72 0.27
C: 4.80 0.85 1.95
C: -3.09 1.71 -0.55
C: 3.59 -0.40 -0.58
C: 2.25 -0.56 -1.33
C: 3.60 -1.11 0.81
C: -4.95 -1.09 1.08
H: -1.52 -1.46 -4.26
H: 4.49 1.90 1.86
H: 5.46 0.67 1.10
H: -0.01 2.07 0.33
H: 6.08 -0.22 3.33
H: -3.97 1.26 1.40
H: 3.66 -0.76 2.93
H: 5.00 0.87 4.23
H: -1.15 3.29 -0.15
H: -5.91 -2.79 0.05
H: 4.34 -0.90 -1.19
H: 1.83 -1.52 -1.00
H: 0.53 -1.80 -3.39
H: -5.10 1.25 0.00
H: 3.89 0.65 -0.51
H: -3.30 2.78 -0.44
H: 4.49 -1.75 0.86
H: -6.21 -1.18 -0.67
H: -7.05 -1.70 0.83
H: -4.48 -1.89 1.66
H: 2.47 -0.64 -2.40
H: 6.37 1.57 3.28
H: -5.39 -0.38 1.79
H: 2.72 -1.76 0.94
H: 2.72 0.48 2.08
H: -3.38 1.45 -1.58

Values from the calculation:
Multiplicity   7
Total charge   +3
LUMO (alpha / beta)   -10.5 / -13.7 eV
⟨S²⟩   13.030
Frontier orbital gap (alpha / beta)   7.456 / 4.272 eV